Below is a structure of composition CNO5PmS2 at a distorted geometry, with properties calculated with ωB97M-V/def2-TZVPD.

Atoms and positions in Å:
Pm -0.1144 1.0839 1.2800
S -1.2905 -0.0144 -1.8137
O -2.3554 0.1063 -2.8273
S -0.6469 -2.1469 0.1256
O 3.4884 1.6478 1.1821
O -0.8197 -1.1139 1.2257
N -1.2499 -1.7271 -1.2076
O 2.0457 -0.0295 1.4753
C 2.3180 1.2471 1.1797
O -1.3754 0.9467 -0.6197

Cartesian forces (eV/Å) of the 3 atoms listed first:
2.52 -0.75 0.23
0.63 0.86 -2.85
0.86 -0.23 2.45

Output
2S+1   5
Relative energy (zero: lowest compared OMol25 entry of this formula, charge and spin)   0.0 kJ/mol
HOMO energy (alpha / beta)   -7.3698 / -7.4248 eV
Expectation value of S²   6.087

Below is a structure of composition C9H10N4Sm at a distorted geometry, with properties calculated with ωB97M-V/def2-TZVPD.

Atoms and positions in Å:
H -0.5432 -2.6674 -1.5416
C 1.1444 2.1588 -0.8101
C -1.1365 1.9250 -1.1826
C 1.1641 -1.9189 -0.7196
N -1.8359 -1.3540 -0.0862
C -0.0062 -0.2855 5.9864
C -0.2412 -2.3004 -0.5401
C 0.0948 0.2053 3.7274
H -0.2404 -3.0971 0.2410
C 0.9635 1.2104 -1.8717
N -0.0217 -0.9199 6.9756
H -2.2122 2.0774 -1.1374
H -2.6350 -2.0282 -0.1177
Sm -0.0950 -0.1516 0.2622
H 1.8893 -2.4512 -0.0782
N 0.0017 0.5139 4.9462
H -0.3527 3.3587 0.3676
C -0.4470 1.0652 -2.1050
N 0.1764 0.0359 2.5499
H 2.0963 2.5301 -0.4398
H -0.9102 0.4663 -2.8863
H 1.4954 -1.7787 -1.7634
H 1.7567 0.7275 -2.4363
C -0.1530 2.6018 -0.3868

Cartesian forces (eV/Å) of the 3 atoms listed first:
-0.66 -0.06 0.98
-0.94 -0.27 -0.51
1.02 0.01 -0.27

Output
2S+1   6
Charge   -1
HOMO energy (alpha / beta)   -4.3831 / -4.3065 eV
Expectation value of S²   8.768

Below is an isolated molecule of C4H6N2O4, with properties calculated with ωB97M-V/def2-TZVPD.

Atoms and positions in Å:
C 0.3887 0.1770 1.2457
O 3.0446 1.0411 -0.9510
O 1.8435 -2.2243 -0.3298
H 0.9677 0.3418 2.1446
O 2.0109 2.1116 0.6002
H -0.1598 0.6888 -1.4731
N 2.1938 1.1665 -0.1124
O 2.9550 -1.0755 1.1071
C -0.9301 0.1388 1.2801
C 0.5033 -0.1565 -1.3061
H -0.0742 -1.0776 -1.3097
H -1.4583 0.2768 2.2066
N 2.1014 -1.2234 0.2744
H 1.2299 -0.2037 -2.1160
C 1.2262 -0.0034 0.0153
H -1.5350 -0.0258 0.4054

Cartesian forces (eV/Å) of the 3 atoms listed first:
0.11 0.05 0.13
0.51 0.06 -0.43
-0.07 -0.66 -0.26

Output
Relative energy (zero: lowest compared OMol25 entry of this formula, charge and spin)   691.3 kJ/mol
SMILES   C=CC(C)([N+](=O)[O-])[N+](=O)[O-]
HOMO energy   -11.0421 eV